ORCA calculation (wB97M-V/def2-TZVPD) on a molecular structure, C39H51FeN3O3.

Values from the calculation:
* ⟨S²⟩: 8.77
* LUMO level (spin up / spin down): -1.75 / -4.33 eV
* relative energy (zero: lowest compared OMol25 entry of this formula, charge and spin): 14.43 kcal per mole
* HOMO level (spin up / spin down): -0.3798 / -0.3823 Ha
* F_max: 1.8 eV Å⁻¹
* charge: +1
* 2S+1: 6
* orbital gap (spin up / spin down): 8.58 / 6.07 eV

Cartesian coordinates (Å):
H  4.85  0.10  1.48
C  2.64  -1.58  3.50
H  0.92  1.71  5.18
H  -5.48  0.65  0.03
H  2.02  -2.16  2.82
H  5.19  -3.55  -1.29
C  0.19  3.50  -1.07
H  2.47  2.10  -1.85
C  4.24  -0.74  1.81
H  0.24  -4.30  -0.99
C  -1.65  0.11  0.12
H  -2.01  1.38  2.79
C  -1.44  1.46  3.72
C  2.64  3.05  -1.33
H  -4.35  -3.32  1.02
C  0.41  2.07  1.70
H  -5.80  -3.47  0.03
H  -3.52  -6.30  2.30
C  1.58  -2.41  -0.42
H  1.85  -0.95  -1.94
H  2.78  4.57  0.97
H  1.19  -7.30  -2.83
C  4.19  -3.21  -1.04
C  -2.52  -0.98  0.04
H  -4.24  -3.56  -0.76
H  -0.46  2.70  1.81
H  -0.25  0.57  5.84
H  -3.13  -8.42  1.06
C  -1.06  -6.39  -0.67
C  0.36  -7.55  -2.18
N  0.25  -1.93  -0.19
H  2.91  -4.88  2.51
N  -0.62  -4.06  -0.52
H  4.17  -1.64  -2.50
H  2.66  3.85  -2.09
C  -4.79  -3.08  0.05
C  2.10  0.53  2.11
H  -0.60  3.85  -0.41
C  2.41  1.23  0.95
C  2.02  -5.16  1.94
O  -4.91  -1.68  -0.14
C  0.75  1.02  2.55
H  2.06  -1.37  4.40
H  0.30  4.23  -1.88
C  2.33  -1.75  -1.39
C  -1.33  -5.17  -0.03
H  1.28  -0.02  5.23
C  3.62  -2.15  -1.71
H  2.27  -5.95  1.24
H  -3.97  2.63  0.10
C  3.16  -0.31  2.82
H  -1.19  2.51  3.90
C  3.83  0.60  3.86
C  -2.18  -5.16  1.05
H  -0.41  -8.06  -2.77
C  -4.40  0.54  0.04
H  0.11  -1.61  3.52
H  1.05  4.88  1.16
H  -1.19  -0.96  2.52
C  1.83  4.65  0.43
H  -2.71  -3.03  -0.20
Fe  0.42  0.15  0.29
C  -0.77  -2.74  -0.20
H  3.94  -4.68  0.51
C  1.52  3.34  -0.32
C  -2.84  -6.33  1.45
H  -1.51  -8.48  -0.79
H  3.62  3.02  -0.85
C  2.18  -3.47  0.29
C  -1.70  -7.55  -0.28
C  -3.56  1.62  0.08
H  1.91  5.47  -0.28
O  -0.13  -6.32  -1.66
H  -1.54  2.27  0.17
H  1.26  -5.51  2.62
H  -2.31  -4.25  1.64
H  3.49  -2.20  3.80
H  -0.12  2.55  -1.52
H  4.92  -1.45  2.30
C  1.43  2.24  0.71
C  -2.19  1.41  0.12
H  -1.41  -1.12  4.27
C  3.48  -3.86  -0.03
N  -2.03  -2.32  -0.04
H  3.81  -1.24  0.95
H  0.70  -8.21  -1.38
C  -0.69  -0.87  3.48
O  1.46  -4.03  1.27
C  0.49  0.71  5.06
C  -2.62  -7.51  0.77
C  -0.19  0.57  3.69
H  3.13  0.96  4.61
H  -2.08  1.13  4.54
H  3.34  1.14  0.40
H  4.29  1.47  3.38
H  4.62  0.04  4.37
C  -3.91  -0.76  0.00

---

ORCA calculation (wB97M-V/def2-TZVPD) on a molecular structure, C39H51IN2O4PPdSSi.

Values from the calculation:
* ⟨S²⟩: 6.04
* LUMO level (spin up / spin down): -9.05 / -12.02 eV
* relative energy (zero: lowest compared OMol25 entry of this formula, charge and spin): 5.93 kcal per mole
* HOMO level (spin up / spin down): -0.5824 / -0.5906 Ha
* F_max: 0.3 eV Å⁻¹
* charge: +3
* 2S+1: 5
* orbital gap (spin up / spin down): 6.80 / 4.05 eV

Cartesian coordinates (Å):
C  -3.75  -1.07  2.43
H  -3.98  3.53  -0.30
C  1.26  3.19  -4.20
I  -2.06  -3.21  -0.66
H  -1.17  -1.93  4.68
C  -0.36  1.26  -4.26
H  0.76  5.23  0.12
C  -4.84  1.07  2.29
H  2.92  1.27  -3.17
H  0.27  2.72  2.83
C  -2.16  -6.96  1.32
N  1.69  -2.13  -1.08
C  4.90  -2.17  -2.38
C  -4.08  3.82  -1.35
H  -4.74  4.68  -1.41
H  -1.01  0.73  4.13
H  -2.34  -7.96  0.97
H  4.63  -1.13  -2.21
C  -1.33  -2.91  4.24
O  -0.24  2.73  0.25
H  -1.41  -3.85  6.17
H  2.92  2.37  1.36
H  -1.89  4.93  -0.08
C  -1.37  -3.01  2.84
H  0.79  1.60  5.55
C  2.30  0.33  4.70
H  3.59  -1.04  3.68
Pd  -0.04  -1.35  -0.14
C  -4.91  -0.30  2.48
C  2.01  2.08  0.83
H  -1.72  -6.11  5.19
H  2.41  4.81  0.55
C  -2.13  -5.89  0.45
H  3.09  0.72  5.33
H  0.42  3.88  -4.11
C  2.05  0.85  -3.67
C  -1.46  -3.99  5.09
H  -1.03  5.47  -1.55
C  -3.62  1.68  2.05
H  -1.20  1.94  -4.18
C  0.62  3.59  2.28
H  -3.40  5.44  -3.52
H  1.59  1.20  1.34
H  -3.29  3.74  -3.97
H  -0.16  1.08  -5.32
C  2.58  -0.66  3.78
H  4.68  -2.01  -4.52
H  -2.02  -7.53  3.39
C  -2.72  4.17  -1.93
C  5.40  -2.40  -3.80
C  -0.01  0.33  4.03
C  -2.46  0.93  1.98
Si  -0.62  2.29  -1.24
C  0.27  -0.67  3.09
C  -1.73  -5.41  3.15
C  -1.88  -4.58  0.89
C  1.01  0.83  4.83
C  1.58  -1.16  2.97
O  0.65  2.05  -2.18
H  2.85  -4.91  -2.49
H  1.81  -1.93  2.24
H  -1.51  1.44  1.83
C  1.00  3.22  0.86
C  -2.01  5.24  -1.12
H  -4.53  3.00  -1.90
H  5.66  -2.47  -1.65
H  2.31  0.65  -4.71
O  -1.92  2.93  -1.88
C  -2.53  -0.45  2.18
H  2.12  3.61  -3.68
H  -2.31  -6.07  -0.60
C  4.42  -4.51  -3.95
C  -2.81  4.54  -3.40
H  1.51  3.08  -5.25
H  2.28  1.82  -0.19
H  -5.75  1.66  2.34
N  3.70  -3.02  -2.16
H  4.50  -4.92  -1.83
P  -1.00  -1.38  2.03
C  3.83  -4.44  -2.55
C  -1.63  -5.25  4.55
C  -1.97  -6.71  2.68
C  2.65  -2.55  -1.59
H  1.77  -0.09  -3.20
O  5.62  -3.78  -4.02
H  -0.63  0.30  -3.82
C  -1.64  -4.28  2.26
H  -2.60  6.16  -1.14
H  -5.86  -0.78  2.68
H  -3.82  -2.14  2.59
C  1.50  4.43  0.09
H  -3.57  2.76  1.93
H  -1.82  4.73  -3.81
S  -1.52  0.20  -1.03
H  1.72  4.18  -0.94
H  3.69  -4.12  -4.68
H  1.49  3.99  2.81
H  4.65  -5.54  -4.21
C  0.89  1.83  -3.61
H  6.36  -1.90  -3.95
H  -0.16  4.35  2.28

---

ORCA calculation (wB97M-V/def2-TZVPD) on a molecular structure, C39H52AlBF4O39.

Values from the calculation:
* LUMO level: -4.58 eV
* HOMO level: -0.4893 Ha
* F_max: 7.6 eV Å⁻¹
* charge: +2
* orbital gap: 8.74 eV

Cartesian coordinates (Å):
H  -2.36  5.61  4.86
O  1.34  5.34  0.78
C  4.37  -1.19  6.59
H  -1.52  4.86  3.52
O  -4.91  5.12  -4.36
C  2.94  -6.17  -1.50
H  2.79  -1.84  -5.83
H  -1.80  -0.07  -4.54
C  4.91  5.27  4.71
C  -3.59  5.59  -3.86
O  -0.48  7.54  3.15
C  -4.85  0.18  -0.11
C  -2.67  4.46  -4.27
H  8.19  0.51  -2.84
C  1.89  -4.74  2.53
B  -0.54  3.39  7.56
C  5.19  3.75  6.36
H  5.81  6.73  6.10
O  -5.66  -3.27  -1.80
H  1.41  -3.56  -1.87
H  -3.89  -1.82  0.33
O  -2.99  -7.16  -0.98
H  -3.57  0.75  -3.10
H  -6.56  -4.32  1.79
O  2.94  -2.83  6.03
H  7.18  5.69  5.44
O  -1.79  7.94  1.36
O  -7.68  -3.35  -0.85
O  3.60  -5.35  -0.60
C  -6.62  -0.35  1.10
O  -6.05  0.70  0.53
H  -2.90  0.42  -5.75
H  4.08  5.94  4.86
O  -3.52  3.35  -4.23
H  -3.81  -0.71  1.69
C  2.25  8.65  0.66
H  1.40  9.27  0.90
C  2.40  -1.72  5.65
H  -1.89  -8.54  -0.06
C  -8.31  -4.15  0.30
O  3.08  -7.36  -1.64
C  6.09  5.73  5.69
H  1.70  -6.09  4.21
O  -7.70  -0.47  1.66
C  4.11  -2.60  6.86
F  0.30  4.28  7.09
H  4.95  -3.27  6.49
C  2.20  8.25  -0.79
H  -1.82  4.27  -3.61
Al  -3.94  -3.72  -2.24
O  -3.13  -1.62  -5.16
H  3.14  8.25  -1.30
H  2.85  -4.82  2.01
O  5.10  2.71  6.91
C  -1.89  -8.01  -0.97
C  -0.77  -7.01  -1.44
O  0.57  0.10  -6.53
F  -3.36  -2.80  -1.23
C  5.86  -1.12  -3.91
H  1.86  -3.88  3.23
C  -2.81  -6.10  -1.74
O  -1.52  -5.93  -1.90
H  -0.06  -6.73  -0.71
C  -3.95  0.11  -3.85
O  1.78  6.87  -0.72
C  2.67  -0.77  -6.02
H  4.65  -0.64  7.51
C  -4.79  3.79  -4.33
C  -7.08  -4.76  1.00
H  -3.40  6.55  -4.25
H  0.34  6.27  4.69
F  -0.08  2.31  8.29
H  -4.17  1.01  -0.10
O  6.50  -0.55  -2.94
O  0.14  -6.17  2.80
H  3.95  -2.92  7.91
C  7.21  0.63  -3.30
H  5.23  5.18  3.69
H  -5.06  -0.31  -1.10
C  -6.42  -3.89  -1.09
O  -5.76  -1.40  1.23
H  1.83  -0.29  -8.05
O  -3.70  -5.38  -2.23
C  3.40  -4.01  -1.02
H  -7.32  -5.79  1.29
C  -4.44  -1.00  0.82
C  1.67  6.45  0.54
O  -1.28  -5.30  1.24
H  2.06  -6.95  2.74
C  -0.61  6.77  4.37
O  -3.90  -3.36  -3.97
O  -2.47  6.58  3.01
O  0.13  0.85  -4.50
H  1.26  -1.79  -7.35
C  -0.19  -5.31  1.77
O  -6.13  -4.85  -0.17
O  2.09  -0.18  -4.90
H  1.52  8.87  -1.38
H  -2.07  -8.85  -1.60
F  -1.74  3.85  7.71
H  3.14  9.18  1.04
O  1.40  -1.63  4.94
C  7.14  0.47  -4.87
C  -2.85  -0.16  -4.88
C  2.30  -4.07  -2.21
H  3.62  -0.35  -6.31
O  5.03  -1.98  -3.80
H  -9.04  -3.65  0.86
H  -2.34  4.60  -5.30
C  -1.65  7.42  2.41
C  1.54  -6.05  3.12
H  -3.71  5.77  -2.71
H  -4.86  0.41  -4.40
H  5.16  -0.99  5.78
C  -3.77  -2.12  -4.17
O  2.20  -5.49  -2.44
O  0.90  -4.64  1.39
H  -8.79  -5.00  -0.20
O  -5.73  3.06  -4.53
C  -1.75  5.82  4.01
O  3.09  -0.69  6.08
O  2.10  7.36  1.37
H  6.66  1.41  -5.19
H  -0.82  7.40  5.24
H  8.08  0.36  -5.40
H  2.68  -3.64  -3.15
H  3.17  -3.38  -0.17
H  -0.21  -7.48  -2.23
O  4.54  4.01  5.22
O  -4.27  -1.23  -3.36
H  6.69  1.56  -2.93
C  0.85  0.29  -5.26
C  1.62  -0.75  -7.08
O  6.25  -0.56  -5.08
H  4.33  -3.68  -1.41
O  5.91  4.79  6.79

---

| no. | calculated total energy (eV) |
| --- | --- |
| 1 | -86263.4516 |
| 2 | -92000.7062 |
| 3 | -139274.6609 |